No. 1
Computed, not measured: a 2-piece molecular cluster, C4H12N2 overall at a distorted geometry, with ωB97M-V/def2-TZVPD.

Output
- LUMO: 1.1 eV
- F_max: 2.50 eV/A
- DFT total energy: -269.0389 Eh
- HOMO level: -7.824 eV
- Molecular weight: 88.15 g mol⁻¹
- Orbital gap: 8.9 eV
- Relative energy (zero: lowest compared OMol25 entry of this formula, charge and spin): 48.6 kcal per mole

XYZ file:
```
18
C4H12N2 (ωB97M-V/def2-TZVPD)
C -0.75711 2.09421 0.83620
C 0.14932 2.87782 0.23644
N 1.50205 2.86469 0.59678
H -0.60192 1.72855 1.84535
H -1.59441 1.65451 0.31267
H -0.02190 3.36605 -0.71501
H 1.70585 2.45168 1.47914
H 2.11523 3.16919 -0.12561
C 0.34655 -2.73121 -1.24713
N 0.12051 -1.40774 -0.65177
C -0.80646 -1.45376 0.46777
H 0.36596 -3.40523 -0.42402
H -0.47714 -3.05749 -1.88366
H 1.28518 -2.86535 -1.78149
H -0.28768 -0.83924 -1.38325
H -1.86410 -1.50284 0.21758
H -0.60480 -0.61771 1.13604
H -0.57512 -2.32614 1.08396
```

Here are the Mulliken charges for atoms 1 to 4, given in e: atom 1 (C): -0.944, atom 2 (C): 0.150, atom 3 (N): -0.438, atom 4 (H): 0.257

=====

No. 2
Computed, not measured: C32H60N2OP3Pt as an isolated structure at a distorted geometry, with ωB97M-V/def2-TZVPD.

Output
- LUMO (alpha / beta): -2.5 / -4.0 eV
- F_max: 4.65 eV/A
- DFT total energy: -2583.1555 Eh
- HOMO level (alpha / beta): -7.813 / -9.554 eV
- Spin multiplicity: 3
- Molecular weight: 776.85 g mol⁻¹
- Orbital gap (alpha / beta): 5.3 / 5.6 eV
- Net charge: +1
- Relative energy (zero: lowest compared OMol25 entry of this formula, charge and spin): 32.0 kcal per mole

XYZ file:
```
99
C32H60N2OP3Pt (ωB97M-V/def2-TZVPD)
C -2.30322 1.27167 -1.29868
C -2.24794 -0.99086 -0.69276
C -3.34696 1.05470 -2.19358
C -3.46845 -1.18426 -1.40787
C -3.99580 -0.17635 -2.18516
H -3.66411 1.87798 -2.82880
H -3.93299 -2.16907 -1.36940
H -4.88737 -0.32695 -2.78753
N -1.82693 0.31002 -0.49474
P -0.75658 3.05618 0.23468
P -0.08905 -2.85195 0.33923
C -1.65174 2.64755 -1.30547
H -0.94266 2.68669 -2.14759
H -2.41827 3.40466 -1.52399
C -1.57891 -2.17992 -0.29510
H -2.28430 -3.02450 -0.36222
C 0.41416 -4.07721 -1.13847
C -0.59006 -3.93773 1.88568
C 0.63419 4.27658 -0.35226
C -2.17743 3.91109 1.17117
C 1.93704 -3.90910 -1.21227
H 2.44891 -4.34490 -0.34309
H 2.33197 -4.39699 -2.11576
H 2.19367 -2.84221 -1.25983
C 0.04578 -5.55581 -0.99861
H 0.43265 -6.02680 -0.08823
H -1.03651 -5.72906 -1.06533
H 0.50017 -6.09474 -1.84649
C -0.24486 -3.54551 -2.41045
H 0.20737 -4.03771 -3.28344
H -1.32318 -3.73442 -2.44662
H -0.08624 -2.46593 -2.50191
C 0.59402 -4.81380 2.33452
H 1.41812 -4.21459 2.74056
H 0.23571 -5.47083 3.13972
H 0.99970 -5.45034 1.54259
C -0.94363 -2.99571 3.04363
H -0.09202 -2.37044 3.34098
H -1.79307 -2.34661 2.80368
H -1.22085 -3.61111 3.91280
C -1.82537 -4.77916 1.57008
H -1.67374 -5.47755 0.74395
H -2.06384 -5.37589 2.46236
H -2.69318 -4.14918 1.35326
C -1.64317 4.22040 2.57761
H -2.41715 4.77609 3.12521
H -1.42328 3.30502 3.14017
H -0.73397 4.83741 2.55391
C -3.38813 2.96728 1.26539
H -3.85269 2.79676 0.28610
H -3.14136 2.00240 1.71379
H -4.13804 3.45204 1.90699
C -2.69462 5.19701 0.50297
H -3.64239 5.46233 0.99546
H -2.02583 6.05137 0.63635
H -2.91122 5.07710 -0.56578
C 0.98868 4.06078 -1.83598
H 0.21827 4.46595 -2.50760
H 1.92087 4.60526 -2.05685
H 1.16299 3.00433 -2.08158
C 1.87102 3.97455 0.50198
H 2.23451 2.95383 0.33591
H 2.68023 4.66682 0.22278
H 1.66854 4.10869 1.57347
C 0.28402 5.75918 -0.17568
H -0.54893 6.07022 -0.81805
H 0.07502 6.02598 0.86826
H 1.15847 6.35445 -0.48596
Pt -0.18042 0.66373 0.93355
C -1.28880 0.68767 2.44339
O -1.89860 0.61458 3.43167
N 0.78385 -0.03828 -0.69207
C 1.09151 -0.70489 -1.62272
C 2.08699 -0.59065 -2.83482
C 1.75671 -1.57495 -3.94756
C 1.99368 0.81734 -3.42000
C 3.50770 -0.83555 -2.32106
H 1.91359 -2.61202 -3.62830
H 0.72109 -1.43469 -4.28269
H 2.41319 -1.39454 -4.81153
H 2.43445 1.55422 -2.73974
H 2.54716 0.86335 -4.36938
H 0.94943 1.08888 -3.62402
H 4.22887 -0.58601 -3.10662
H 3.71144 -0.20268 -1.44668
H 3.67159 -1.88037 -2.03537
C 3.08558 1.31456 2.21702
P 1.66127 0.16344 2.27506
C 2.46619 -1.42325 1.85644
C 1.37686 0.03754 4.08069
H 3.50408 1.34163 1.20339
H 3.87489 0.97830 2.90455
H 2.77839 2.32541 2.50812
H 3.32069 -1.60988 2.51648
H 1.75059 -2.24907 1.96484
H 2.81892 -1.40522 0.82169
H 2.29963 -0.29625 4.57625
H 0.57793 -0.66941 4.32629
H 1.10550 1.02181 4.48106
```

Here are the Mulliken charges for atoms 1 to 4, given in e: atom 1 (C): 0.033, atom 2 (C): 0.621, atom 3 (C): -0.760, atom 4 (C): -1.324